Molecular formula: C40H33F11N4OP3Ti
Method: DFT, ωB97M-V/def2-TZVPD

Element x y z (Å)
Ti1 -1.109216 -1.065837 -0.685175
C1 -4.184584 -0.356758 2.392171
C2 -3.422402 -0.769042 1.188894
N1 -2.156867 -0.799425 1.132268
N2 -1.395000 -0.589859 2.242166
C3 -0.185899 -0.967480 1.981748
O1 0.164110 -1.319583 0.750651
C4 0.837230 -0.991095 2.990552
C5 2.145373 -1.463449 2.766930
C6 3.063906 -1.585141 3.808654
C7 2.648002 -1.247250 5.093062
C8 1.343637 -0.752817 5.321014
C9 0.474494 -0.701963 4.281729
C10 -4.077726 -1.450257 0.050475
C11 -5.398611 -1.784498 0.000146
C12 -5.842547 -2.624330 -0.994380
C13 -4.917826 -3.177759 -1.857587
C14 -3.592404 -2.807900 -1.738175
N3 -3.192085 -1.969562 -0.802136
H1 -3.687264 0.400810 2.984346
H2 -4.252962 -1.238956 3.032589
H3 -5.187798 0.014763 2.118586
H4 2.488608 -1.757966 1.785581
H5 4.052036 -2.046425 3.656797
H6 3.333598 -1.320317 5.936158
H7 1.023458 -0.493976 6.317222
H8 -0.492400 -0.273299 4.514222
H9 -6.048009 -1.394315 0.722939
H10 -6.869447 -2.969231 -1.076428
H11 -5.155472 -3.944184 -2.583756
H12 -2.844917 -3.182588 -2.420367
N4 1.144850 1.514234 -0.707754
P1 -0.137417 1.705961 0.404525
C15 -0.510357 3.481383 0.040495
C16 -1.817278 3.873443 -0.123006
C17 -2.121612 5.225454 -0.312052
C18 -1.125340 6.188119 -0.445698
C19 0.165354 5.813172 -0.230633
C20 0.485067 4.461428 0.014019
C21 0.818886 1.981504 1.948279
C22 0.168848 2.469797 3.056661
C23 0.805153 2.695841 4.269914
C24 2.183478 2.481743 4.366622
C25 2.808914 1.986986 3.214186
C26 2.180939 1.774261 2.005010
P2 1.114048 0.105657 -1.603137
C27 2.637365 -0.790139 -1.234083
C28 2.572464 -2.059701 -0.625232
C29 3.750831 -2.623451 -0.174173
C30 4.967761 -1.943425 -0.397802
C31 5.009682 -0.678721 -0.989009
C32 3.826303 -0.080639 -1.409889
C33 1.328506 0.455333 -3.381933
C34 1.859770 -0.509930 -4.254461
C35 1.978039 -0.161403 -5.593723
C36 1.564923 1.096631 -6.064730
C37 1.026398 2.025284 -5.211703
C38 0.884897 1.703885 -3.875632
H13 1.724734 2.290917 -0.983695
H14 -2.564885 3.150152 -0.170666
H15 -3.184703 5.505700 -0.557406
H16 -1.450064 7.193867 -0.736420
H17 1.007665 6.511566 -0.314416
H18 1.519196 4.222787 0.165781
H19 -0.902484 2.587924 3.068240
H20 0.199574 3.007689 5.123690
H21 2.753726 2.655787 5.292408
H22 3.906585 1.861172 3.232596
H23 2.760103 1.440063 1.122728
H24 1.651126 -2.577726 -0.557769
H25 3.797807 -3.642229 0.279291
H26 5.876773 -2.484198 -0.106121
H27 5.926474 -0.228175 -1.250407
H28 3.815431 0.887047 -1.937344
H29 2.169425 -1.478234 -3.889978
H30 2.430802 -0.860032 -6.331346
H31 1.733405 1.357813 -7.165155
H32 0.748534 2.976762 -5.614955
H33 0.542874 2.489595 -3.158656
F1 -0.704036 -2.615772 -1.472942
P3 -0.338022 -5.580532 0.224692
F2 -0.909583 -4.735774 1.420556
F3 0.231387 -5.505957 -1.260948
F4 1.081273 -5.282407 0.752022
F5 -0.379428 -7.029101 0.670432
F6 -1.763732 -5.479297 -0.483476
F7 -1.297322 1.507557 -2.247926
C39 -2.144679 0.384068 -2.068655
F8 -3.315428 0.950714 -1.563151
C40 -2.446856 -0.113362 -3.426524
F9 -2.460762 0.752747 -4.412164
F10 -1.502418 -1.004273 -3.714637
F11 -3.643985 -0.679875 -3.523639

Atoms 1-2, force components in eV/Å:
Ti -0.024 -0.978 0.076
C -0.541 0.123 -0.048

## Properties
orbital gap = 6.849 eV
relative energy (zero: lowest compared OMol25 entry of this formula, charge and spin) = 5.8 kcal/mol
HOMO level = -0.40336 Eh
total charge = +1

=====

Molecular formula: C44H90AsF9N4O4
Method: DFT, ωB97M-V/def2-TZVPD

Element x y z (Å)
C1 5.311287 0.096017 3.511039
C2 4.339014 -0.188124 2.391098
C3 4.953216 -1.109685 1.366986
C4 4.068885 -1.338614 0.216991
N1 4.345711 -2.568543 -0.627327
C5 5.614166 -2.570345 -1.530172
C6 5.076185 -2.560945 -2.985812
C7 3.761690 -3.414372 -2.877069
C8 3.193212 -2.735881 -1.656954
C9 4.471355 -3.815442 0.250147
C10 3.406003 -3.997564 1.306752
C11 3.604798 -5.338767 2.121505
H1 4.985075 0.847684 4.245551
H2 6.326130 0.434138 3.176295
H3 5.438151 -0.772492 4.084613
H4 3.987117 0.792853 1.992003
H5 3.438018 -0.635430 2.788741
H6 5.152832 -2.022961 1.943853
H7 5.882800 -0.714249 0.963680
H8 4.120587 -0.513586 -0.471946
H9 3.013017 -1.458559 0.484039
H10 6.233716 -3.377661 -1.274682
H11 6.222193 -1.647686 -1.404838
H12 5.765196 -2.846283 -3.773089
H13 4.738750 -1.610159 -3.357087
H14 3.926451 -4.473819 -2.711886
H15 3.105034 -3.327516 -3.737710
H16 2.449022 -3.219907 -1.083670
H17 2.926721 -1.739565 -1.897882
H18 5.431246 -3.734328 0.659632
H19 4.542117 -4.619739 -0.420616
H20 2.472317 -3.901865 0.811341
H21 3.372737 -3.148220 1.966609
H22 3.262599 -6.190019 1.539500
H23 3.034961 -5.204224 3.019313
H24 4.632897 -5.352265 2.453258
C12 1.493221 3.388178 0.130844
C13 0.926340 2.520144 -0.979206
C14 1.128328 3.121322 -2.310670
C15 0.170901 2.527886 -3.339129
N2 0.358644 2.910672 -4.808169
C16 -0.603997 2.246622 -5.775677
C17 0.101354 2.405868 -7.122747
C18 1.585318 2.140317 -6.808844
C19 1.633964 2.243961 -5.272282
C20 0.456112 4.391755 -5.148494
C21 -0.630942 5.372192 -4.582246
C22 -1.789477 5.805595 -5.463773
H25 2.578877 3.243689 0.242739
H26 0.977145 3.137476 1.029735
H27 1.355563 4.437819 -0.071894
H28 -0.151569 2.557754 -0.939865
H29 1.324539 1.514684 -1.021408
H30 2.135301 3.112065 -2.725856
H31 0.840053 4.196194 -2.274393
H32 -0.832623 2.893654 -2.990287
H33 0.188042 1.439773 -3.354353
H34 -1.575639 2.640158 -5.811725
H35 -0.607086 1.198665 -5.496482
H36 -0.075176 3.363563 -7.487349
H37 -0.278096 1.694901 -7.893658
H38 2.215462 2.927894 -7.288445
H39 2.014167 1.264346 -7.235125
H40 2.478231 2.863189 -4.810843
H41 1.511245 1.249844 -4.807550
H42 0.492764 4.534646 -6.206719
H43 1.413578 4.756788 -4.793575
H44 -0.053769 6.321423 -4.371145
H45 -0.958280 5.085779 -3.585842
H46 -2.283300 6.587116 -4.948814
H47 -2.488047 4.937940 -5.508043
H48 -1.529356 6.136173 -6.487988
C23 -6.800392 -1.259698 0.681001
C24 -5.369154 -1.453558 1.099342
C25 -4.676450 -2.812733 0.797668
C26 -4.392883 -3.090429 -0.555057
C27 -3.340843 -2.094935 -0.972264
C28 -3.828513 -0.668591 -1.105838
N3 -4.588362 -0.391587 0.307878
O1 -4.544214 0.669695 0.720660
C29 -4.853533 -0.549079 -2.243010
C30 -2.766609 0.392997 -1.251366
C31 -5.256323 -1.179271 2.628775
H49 -7.349383 -0.447854 1.110701
H50 -7.353705 -2.166565 0.890356
H51 -6.899404 -1.166471 -0.439729
H52 -5.383276 -3.602497 1.191226
H53 -3.729187 -2.768035 1.424895
H54 -5.323852 -3.069864 -1.179946
H55 -4.073919 -4.120385 -0.643454
H56 -2.956482 -2.363480 -2.012040
H57 -2.528902 -2.163796 -0.275379
H58 -5.518337 -1.399427 -2.471762
H59 -4.097553 -0.778130 -3.083305
H60 -5.368560 0.442428 -2.303839
H61 -2.212560 0.478887 -0.286873
H62 -3.144516 1.373619 -1.495778
H63 -1.993379 0.019075 -1.889163
H64 -5.730429 -0.206914 2.901544
H65 -4.232854 -1.323820 3.001661
H66 -5.743179 -1.968239 3.119185
C32 -3.417584 -0.219788 6.812981
C33 -2.595168 0.966587 6.324904
C34 -2.771090 2.110522 7.301491
C35 -1.546822 3.078715 7.566862
C36 -0.312206 2.275774 7.737290
C37 0.032801 1.409064 6.477999
N4 -1.143743 0.465512 6.334207
O2 -0.940822 -0.655667 6.159948
C38 1.250375 0.664006 6.677933
C39 0.136414 2.333328 5.263815
C40 -3.052724 1.299144 4.889402
H67 -3.036962 -0.759886 7.696119
H68 -3.471008 -0.982950 6.047062
H69 -4.455201 0.155674 6.858905
H70 -3.050138 1.674922 8.251007
H71 -3.630977 2.683209 6.934435
H72 -1.909711 3.616404 8.466569
H73 -1.464146 3.902548 6.841900
H74 -0.480801 1.608300 8.605101
H75 0.582670 2.806180 7.849698
H76 1.880926 1.435918 6.987145
H77 1.670747 0.359965 5.754028
H78 1.272422 -0.092642 7.476388
H79 1.178710 2.728689 5.281501
H80 -0.421017 3.199648 5.406150
H81 -0.132863 1.950952 4.269750
H82 -2.657530 2.218769 4.450442
H83 -4.147434 1.372174 5.009398
H84 -2.897280 0.527898 4.127076
As1 -0.094702 -0.418824 1.769531
F1 -0.909025 1.148769 1.742224
F2 -1.683658 -1.164658 1.811174
F3 0.719305 -1.906591 1.886144
F4 1.457266 0.386912 1.649960
F5 -0.147650 -0.277876 3.571393
F6 -0.154520 -0.434468 0.058015
C41 0.225456 -1.435344 -5.010566
O3 0.505972 -2.556770 -3.943686
O4 -0.080761 -0.289041 -4.472772
C42 1.570887 -1.432990 -5.765830
F7 1.330631 -1.090729 -7.027906
F8 2.467913 -0.578754 -5.262520
F9 2.242869 -2.627844 -5.846974
C43 -0.499187 -2.757855 -3.052857
C44 -0.262542 -3.683023 -1.864028
H85 -0.122519 -3.073675 -0.965215
H86 -1.046079 -4.406814 -1.851328
H87 0.705375 -4.181369 -2.063317
H88 -1.309839 -3.179985 -3.583700
H89 -0.885475 -1.720160 -2.832168
H90 -0.569752 -1.975218 -5.634040

Atoms 1-2, force components in eV/Å:
C 0.853 1.410 0.054
C -0.234 1.899 -0.051

## Properties
orbital gap = 5.546 eV
HOMO level = -0.42967 Eh
total charge = +2

=====

Molecular formula: C25H56N12SZn
Method: DFT, ωB97M-V/def2-TZVPD

Element x y z (Å)
Zn1 0.273207 0.437339 0.488112
C1 -1.073972 -0.692810 5.846831
N1 -1.297903 -0.056297 4.518245
C2 -2.578646 0.571945 4.419233
C3 -0.438446 -0.364262 3.492026
N2 0.045250 0.538143 2.641839
C4 0.156846 1.907694 3.164851
C5 0.807207 2.897967 2.227060
N3 1.567030 2.279304 1.112643
C6 1.680707 3.190270 -0.071878
C7 0.316851 3.478908 -0.674741
N4 -0.660188 2.422143 -0.612587
C8 -1.754882 2.631201 -1.349052
N5 -2.930302 2.040186 -0.988256
C9 -3.341999 1.919258 0.427063
C10 -3.963670 1.669281 -1.928824
N6 -1.785645 3.345323 -2.530041
C11 -2.754948 4.394987 -2.802492
C12 -0.875594 3.087673 -3.600746
C13 2.930243 1.726788 1.446620
C14 3.282547 0.430758 0.742711
N7 2.205954 -0.066814 -0.089250
C15 2.665427 -0.841754 -1.128948
N8 2.113286 -0.720308 -2.401116
C16 2.014672 -1.791213 -3.410099
C17 1.529686 0.533869 -2.847240
N9 3.640134 -1.798958 -0.924432
C18 3.681821 -2.631393 0.285652
C19 4.628617 -2.134498 -1.957600
N10 -0.108237 -1.669884 3.455500
C20 -1.041017 -2.729558 3.724155
C21 1.150519 -2.099073 2.899369
H1 -0.956427 0.097558 6.593502
H2 -0.193036 -1.316312 5.835952
H3 -1.912313 -1.342669 6.109642
H4 -3.330266 0.117960 5.071368
H5 -2.933644 0.438465 3.371582
H6 -2.510824 1.673173 4.675112
H7 0.787116 1.981792 4.089447
H8 -0.811498 2.342854 3.469587
H9 1.462366 3.558438 2.871906
H10 -0.002334 3.531601 1.846109
H11 2.313449 2.690794 -0.813176
H12 2.136115 4.131541 0.190744
H13 0.487144 3.827303 -1.722719
H14 -0.031800 4.448780 -0.242981
H15 -2.481001 2.120423 1.029391
H16 -3.838134 0.941237 0.582025
H17 -4.067202 2.702411 0.666218
H18 -3.543436 1.613113 -2.900954
H19 -4.792920 2.386783 -1.885317
H20 -4.331245 0.690772 -1.584586
H21 -3.466889 4.589384 -1.961324
H22 -3.278120 4.248179 -3.758832
H23 -2.206890 5.364672 -2.908037
H24 -0.066089 2.537319 -3.254449
H25 -0.582955 4.029856 -4.088717
H26 -1.401702 2.523544 -4.358684
H27 2.992732 1.600132 2.538516
H28 3.676940 2.457483 1.185996
H29 3.673584 -0.279877 1.460157
H30 4.186255 0.560672 0.093029
H31 2.195343 -2.762862 -2.933887
H32 2.644451 -1.629818 -4.256971
H33 0.985558 -1.816822 -3.756217
H34 1.153088 1.063773 -1.988041
H35 0.753485 0.256582 -3.549513
H36 2.224170 1.171195 -3.426706
H37 2.857676 -2.370336 0.970972
H38 4.632552 -2.534900 0.915889
H39 3.639824 -3.709616 0.020029
H40 4.453505 -1.345917 -2.730867
H41 4.509941 -3.156273 -2.329633
H42 5.631607 -1.986024 -1.549718
H43 -1.997480 -2.352294 4.043484
H44 -0.677320 -3.407471 4.508363
H45 -1.211529 -3.254426 2.764418
H46 1.795619 -1.223360 2.754192
H47 1.036380 -2.649836 1.967000
H48 1.668249 -2.736122 3.607570
S1 -1.469659 -1.230293 0.382000
C22 -1.319857 -2.281351 -0.953423
N11 -1.859217 -2.058761 -2.183476
C23 -1.727892 -2.994722 -3.305706
C24 -1.864939 -4.457908 -2.831161
C25 -0.805787 -4.628259 -1.700626
N12 -0.787569 -3.535492 -0.745040
H49 -2.395919 -1.171956 -2.229460
H50 -0.826946 -2.866122 -3.943703
H51 -2.572569 -2.801532 -3.987752
H52 -1.569987 -5.072400 -3.685660
H53 -2.874237 -4.689223 -2.509590
H54 0.190454 -4.710554 -2.151512
H55 -0.955978 -5.580480 -1.168337
H56 -0.516551 -3.650020 0.207961

Atoms 1-2, force components in eV/Å:
Zn 0.483 1.070 0.443
C -0.244 0.331 -0.520

## Properties
orbital gap = 8.851 eV
HOMO level = -0.48570 Eh
total charge = +2

=====

Question: Which of these has the lowest total charge?
Answer: C40H33F11N4OP3Ti

=====

Question: Look up the HOMO level of the second one.
Answer: -0.42967 Eh

=====

Question: Which of these has the lowest orbital gap?
Answer: C44H90AsF9N4O4